(P)
Molecular formula: C3H11N3
Method: DFT, ωB97M-V/def2-TZVPD

Each line ends with the natural charge from an NBO analysis.
CARTESIAN COORDINATES (ANGSTROEM)
H 0.057 -1.524 -3.627  0.387
N 0.109 -0.759 -2.978  -0.860
C 0.257 -1.201 -1.806  0.379
N 1.358 -1.114 -0.967  -0.813
H -0.668 -1.481 -1.382  0.126
H 1.283 -0.720 0.031  0.395
H 1.983 -0.397 -1.440  0.383
C -0.815 -0.196 1.330  -0.648
C 0.094 0.947 1.854  -0.226
N -0.906 2.057 2.110  -0.849
H -1.648 -0.439 2.057  0.228
H -0.232 -1.139 1.385  0.208
H -1.314 -0.046 0.351  0.217
H 0.772 1.230 1.057  0.162
H 0.740 0.799 2.772  0.202
H -1.623 2.089 1.273  0.351
H -0.497 3.042 2.098  0.358

## Properties
- SMILES: [H]/N=C/N.CCN
- HOMO-LUMO gap: 9.204 eV
- Net charge: 0

=====

(Q)
Molecular formula: C3H11N3
Method: DFT, ωB97M-V/def2-TZVPD

Each line ends with the natural charge from an NBO analysis.
CARTESIAN COORDINATES (ANGSTROEM)
C -0.010 -2.718 -1.025  -0.471
C 1.059 -1.941 -0.867  0.007
N 1.243 -0.633 -1.388  -0.873
H -0.706 -2.542 -1.843  0.186
H -0.155 -3.627 -0.456  0.202
H 1.897 -2.288 -0.266  0.180
H 0.738 -0.508 -2.260  0.353
H 0.836 0.087 -0.789  0.401
N -0.399 1.715 -0.230  -0.876
C -0.708 1.010 1.031  -0.052
N -0.234 1.693 2.201  -0.846
H -0.240 2.699 -0.051  0.363
H -1.195 1.711 -0.859  0.361
H -0.263 0.013 1.024  0.174
H -1.785 0.842 1.112  0.171
H -0.792 2.451 2.565  0.362
H 0.715 2.037 2.100  0.359

## Properties
- SMILES: C=CN.NCN
- HOMO-LUMO gap: 9.611 eV
- Net charge: 0

=====

(R)
Molecular formula: C3H11N3
Method: DFT, ωB97M-V/def2-TZVPD

Each line ends with the natural charge from an NBO analysis.
CARTESIAN COORDINATES (ANGSTROEM)
C -2.579 -0.831 -3.090  -0.575
C -1.227 -1.043 -2.866  0.025
N -0.493 -0.652 -1.789  -0.811
H -3.276 -0.571 -2.241  0.193
H -2.910 -0.883 -4.084  0.203
H -0.787 -1.747 -3.513  0.188
H -0.813 0.053 -1.163  0.390
H 0.557 -0.751 -1.843  0.388
N 0.652 -0.042 2.977  -0.867
C 0.979 1.134 2.278  -0.042
N 2.074 1.012 1.231  -0.830
H 1.575 -0.460 3.243  0.353
H 0.010 0.055 3.843  0.375
H 0.063 1.590 1.714  0.164
H 1.301 1.887 3.008  0.152
H 2.877 0.897 1.746  0.342
H 1.996 0.353 0.550  0.353

## Properties
- SMILES: C=CN.NCN
- HOMO-LUMO gap: 8.542 eV
- Net charge: 0

=====

Most stable to least stable, the ends of the list are (Q) and (P).

=====

(P)
Molecular formula: CH4O2S2
Method: DFT, ωB97M-V/def2-TZVPD

Each line ends with the natural charge from an NBO analysis.
CARTESIAN COORDINATES (ANGSTROEM)
C -0.237 -0.270 -0.225  -0.284
O 2.649 1.987 -0.021  -0.919
O 0.585 0.818 -0.421  -0.707
S 2.648 -1.364 -0.982  -0.089
S 1.949 0.898 0.558  1.407
H -1.317 -0.112 -0.428  0.210
H -0.141 -0.568 0.917  0.167
H -0.071 -1.222 -0.824  0.193
H 1.492 1.641 1.794  0.022

## Properties
- HOMO-LUMO gap (alpha / beta): 7.100 / 7.040 eV
- Net charge: 0

=====

(Q)
Molecular formula: CH4O2S2
Method: DFT, ωB97M-V/def2-TZVPD

Each line ends with the natural charge from an NBO analysis.
CARTESIAN COORDINATES (ANGSTROEM)
O -2.361 1.128 0.222  -0.513
C -1.607 1.825 0.800  0.646
O -0.483 1.226 1.346  -0.735
H -1.619 2.909 0.938  0.116
H -0.224 1.552 2.202  0.493
S 2.029 -0.967 -0.387  -0.133
S 0.045 -1.168 -0.878  -0.157
H 2.007 0.238 0.170  0.123
H -0.645 -0.757 0.215  0.160

## Properties
- SMILES: O=CO.SS
- HOMO-LUMO gap: 8.737 eV
- Net charge: 0

=====

Most stable to least stable, the ends of the list are (Q) and (P).

=====

(P)
Molecular formula: C3H14O4
Method: DFT, ωB97M-V/def2-TZVPD

Each line ends with the natural charge from an NBO analysis.
CARTESIAN COORDINATES (ANGSTROEM)
C 1.615 -0.349 -0.672  -0.640
C 0.986 0.661 0.297  0.101
C 0.936 0.222 1.737  -0.635
O -0.399 0.865 -0.138  -0.753
H 1.561 -1.299 -0.140  0.221
H 2.662 -0.179 -0.932  0.218
H 1.082 -0.422 -1.617  0.201
H 1.362 1.684 0.218  0.178
H 1.863 0.529 2.220  0.217
H 0.811 -0.853 1.854  0.221
H 0.079 0.675 2.233  0.238
H -0.452 1.101 -1.071  0.490
O -2.143 -2.450 2.444  -0.963
H -2.759 -1.969 3.003  0.462
H -2.310 -2.029 1.583  0.487
O 0.571 2.011 -3.415  -0.941
H 1.093 1.250 -3.344  0.465
H 0.373 2.119 -4.348  0.477
O -2.518 -0.451 0.344  -0.999
H -2.777 -1.070 -0.333  0.458
H -1.638 -0.044 0.078  0.497

## Properties
- SMILES: CC(C)O.O.O.O
- HOMO-LUMO gap: 10.957 eV
- Net charge: 0

=====

(Q)
Molecular formula: C3H14O4
Method: DFT, ωB97M-V/def2-TZVPD

Each line ends with the natural charge from an NBO analysis.
CARTESIAN COORDINATES (ANGSTROEM)
C -3.271 1.187 1.256  -0.640
C -1.689 1.068 1.297  -0.421
C -1.136 0.946 -0.162  -0.067
O 0.278 0.708 -0.086  -0.748
H -3.746 2.214 1.079  0.210
H -3.949 0.644 2.011  0.221
H -3.505 0.696 0.299  0.194
H -1.162 2.078 1.613  0.200
H -1.443 0.227 1.988  0.218
H -1.801 0.229 -0.673  0.175
H -1.296 1.987 -0.615  0.161
H 0.432 -0.241 -0.337  0.492
O -0.571 -2.284 -0.532  -0.953
H -0.210 -2.138 -1.410  0.472
H -0.618 -3.277 -0.432  0.484
O 2.622 0.134 -1.739  -0.936
H 3.329 0.268 -2.354  0.472
H 2.253 1.015 -1.892  0.476
O 2.961 -1.258 0.486  -0.961
H 2.599 -0.465 0.026  0.489
H 3.376 -0.847 1.316  0.460

## Properties
- SMILES: CCCO.O.O.O
- HOMO-LUMO gap: 10.423 eV
- Net charge: 0

=====

(R)
Molecular formula: C3H14O4
Method: DFT, ωB97M-V/def2-TZVPD

Each line ends with the natural charge from an NBO analysis.
CARTESIAN COORDINATES (ANGSTROEM)
C -2.396 -2.801 -1.484  -0.414
C -1.796 -2.942 -2.692  -0.175
C -1.578 -1.659 -3.500  -0.677
H -2.268 -3.582 -0.712  0.182
H -3.129 -2.032 -1.273  0.200
H -1.935 -3.794 -3.357  0.213
H -1.999 -0.766 -3.063  0.217
H -0.559 -1.334 -3.264  0.244
H -1.952 -1.883 -4.499  0.211
O 0.691 -0.009 0.178  -0.940
H 0.559 -0.770 0.748  0.468
H 1.465 0.447 0.517  0.469
O 1.030 -2.336 2.204  -0.945
H 0.123 -2.013 2.188  0.466
H 0.971 -3.248 2.506  0.481
O 0.460 3.022 3.235  -0.931
H 1.085 2.306 3.088  0.466
H -0.237 2.610 3.753  0.465
O 2.442 5.204 0.392  -0.944
H 3.380 5.331 0.555  0.469
H 1.942 5.835 0.908  0.474

## Properties
- SMILES: C=CC.O.O.O.O
- HOMO-LUMO gap: 9.051 eV
- Net charge: 0

=====

Most stable to least stable, the ends of the list are (P) and (R).

=====

(P)
Molecular formula: C6H10O
Method: DFT, ωB97M-V/def2-TZVPD

Each line ends with the natural charge from an NBO analysis.
CARTESIAN COORDINATES (ANGSTROEM)
C -1.564 -0.235 2.304  -0.661
C -0.765 0.414 1.209  0.052
C 0.114 1.433 1.506  -0.092
C 0.729 -0.703 -2.066  -0.115
O 2.045 -0.609 -1.654  -0.687
C -0.082 0.243 -1.179  0.110
C -0.804 -0.184 -0.082  -0.153
H -2.634 -0.095 2.191  0.269
H -1.359 -1.312 2.280  0.250
H -1.182 0.091 3.262  0.243
H 0.155 1.906 2.482  0.227
H 0.687 1.984 0.765  0.210
H 0.300 -1.692 -1.918  0.191
H 0.602 -0.371 -3.097  0.216
H 2.407 -1.403 -1.255  0.504
H 0.396 1.212 -1.027  0.203
H -1.187 -1.195 -0.059  0.234

## Properties
- 2S+1: 2
- HOMO-LUMO gap (alpha / beta): 9.352 / 7.293 eV
- Net charge: +1

=====

(Q)
Molecular formula: C6H10O
Method: DFT, ωB97M-V/def2-TZVPD

Each line ends with the natural charge from an NBO analysis.
CARTESIAN COORDINATES (ANGSTROEM)
C 0.741 -1.020 2.149  -0.668
C 0.129 -0.979 0.761  0.070
C -0.120 -2.181 0.137  -0.107
C -0.670 1.726 -1.840  -0.175
O -0.259 2.911 -1.207  -0.688
C -0.658 0.522 -1.035  0.096
C 0.080 0.283 0.125  -0.200
H 1.813 -0.875 1.960  0.261
H 0.381 -0.272 2.847  0.257
H 0.707 -1.987 2.650  0.251
H 0.236 -3.111 0.562  0.232
H -0.361 -2.206 -0.922  0.202
H -0.041 1.634 -2.747  0.268
H -1.656 1.954 -2.261  0.261
H 0.463 2.871 -0.575  0.484
H -1.154 -0.388 -1.359  0.218
H 0.369 1.118 0.756  0.239

## Properties
- 2S+1: 2
- HOMO-LUMO gap (alpha / beta): 9.090 / 7.043 eV
- Net charge: +1

=====

Most stable to least stable, the ends of the list are (Q) and (P).

=====

(P)
Molecular formula: C5H11P
Method: DFT, ωB97M-V/def2-TZVPD

Each line ends with the natural charge from an NBO analysis.
CARTESIAN COORDINATES (ANGSTROEM)
C -2.589 1.161 0.258  -0.391
C -1.276 1.149 0.346  -0.209
C -0.476 0.355 -0.648  -0.453
C 0.888 -0.332 -0.356  -0.415
C 0.643 -1.618 0.476  -0.635
P 2.213 0.858 0.382  0.261
H -3.174 1.781 1.056  0.203
H -3.156 0.580 -0.527  0.202
H -0.735 1.304 1.251  0.210
H -1.013 -0.304 -1.297  0.210
H -0.136 1.209 -1.352  0.207
H 1.255 -0.598 -1.476  0.216
H 0.063 -1.408 1.415  0.211
H 1.483 -2.119 0.941  0.218
H 0.115 -2.311 -0.119  0.214
H 2.333 1.902 -0.478  -0.030
H 3.053 0.020 -0.319  -0.019

## Properties
- SMILES: C=CC[C@H](C)P
- HOMO-LUMO gap: 10.295 eV
- Net charge: 0

=====

(Q)
Molecular formula: C5H11P
Method: DFT, ωB97M-V/def2-TZVPD

Each line ends with the natural charge from an NBO analysis.
CARTESIAN COORDINATES (ANGSTROEM)
C -1.481 -1.851 0.002  -0.488
C -1.769 -0.526 -0.146  -0.197
C -0.796 0.498 0.262  -0.588
C -1.118 1.947 -0.116  -0.615
P 0.882 0.061 0.404  0.923
C 2.610 -0.459 -0.407  -0.868
H -2.305 -2.644 -0.186  0.209
H -0.417 -2.214 0.178  0.180
H -2.839 -0.105 -0.338  0.220
H -0.448 2.697 0.128  0.209
H -1.250 2.030 -1.149  0.190
H -2.082 2.282 0.252  0.211
H 0.948 -0.959 1.340  -0.039
H 1.688 0.908 1.223  -0.021
H 3.162 -0.266 0.456  0.216
H 2.827 0.149 -1.295  0.232
H 2.388 -1.547 -0.607  0.227

## Properties
- SMILES: C=CC(C)=[PH2]C
- HOMO-LUMO gap: 7.373 eV
- Net charge: 0

=====

(R)
Molecular formula: C5H11P
Method: DFT, ωB97M-V/def2-TZVPD

Each line ends with the natural charge from an NBO analysis.
CARTESIAN COORDINATES (ANGSTROEM)
C 2.714 -0.158 0.544  -0.524
C -2.016 0.865 -1.070  -0.857
C 1.978 0.898 0.733  -0.208
C -0.243 -1.149 -1.392  -0.924
C -1.076 -0.024 1.340  -0.958
P -0.512 0.380 -0.346  1.086
H 3.636 -0.049 0.970  0.205
H 2.256 -1.010 0.088  0.204
H -2.008 1.155 -2.065  0.193
H -2.576 1.555 -0.551  0.190
H 2.211 1.760 1.270  0.161
H -0.107 -1.026 -2.432  0.242
H 0.488 -1.855 -0.966  0.225
H -1.253 -1.537 -1.176  0.241
H -1.460 0.970 1.593  0.240
H -1.893 -0.641 1.606  0.240
H -0.138 -0.134 1.855  0.244

## Properties
- HOMO-LUMO gap (alpha / beta): 7.493 / 7.727 eV
- Net charge: 0

=====

Most stable to least stable, the ends of the list are (P) and (R).

=====

(P)
Molecular formula: C2H10N4
Method: DFT, ωB97M-V/def2-TZVPD

Each line ends with the natural charge from an NBO analysis.
CARTESIAN COORDINATES (ANGSTROEM)
H -2.153 2.216 1.882  0.346
N -1.560 1.616 1.315  -0.732
C -1.143 2.208 0.265  0.288
N -0.078 1.814 -0.489  -0.857
H -1.692 3.060 -0.148  0.137
H 0.502 2.547 -0.838  0.388
H 0.190 0.846 -0.618  0.418
N 1.738 -2.638 -0.683  -0.812
C 0.610 -1.689 -0.792  -0.051
N 0.218 -0.927 0.424  -0.900
H 1.336 -3.279 -0.003  0.348
H 2.537 -2.160 -0.282  0.354
H -0.259 -2.312 -1.030  0.166
H 0.843 -0.886 -1.495  0.160
H 0.468 -1.325 1.317  0.370
H -0.769 -0.719 0.416  0.377

## Properties
- SMILES: [H]/N=C/N.NCN
- HOMO-LUMO gap: 9.997 eV
- Net charge: 0

=====

(Q)
Molecular formula: C2H10N4
Method: DFT, ωB97M-V/def2-TZVPD

Each line ends with the natural charge from an NBO analysis.
CARTESIAN COORDINATES (ANGSTROEM)
H -0.691 1.545 0.382  0.336
N 0.102 1.565 1.027  -0.544
C 0.523 0.362 1.307  -0.015
C -0.411 -0.828 1.498  -0.281
N -1.533 -0.770 0.557  -0.855
H 1.347 0.347 2.030  0.181
H -0.731 -0.875 2.550  0.195
H 0.162 -1.737 1.294  0.201
H -1.977 -1.677 0.472  0.370
H -2.237 -0.119 0.887  0.361
N 0.679 0.511 -1.413  -0.667
N 1.247 0.294 -2.669  -0.687
H -0.216 0.017 -1.388  0.358
H 1.054 0.075 -0.321  0.339
H 2.092 0.844 -2.784  0.351
H 0.589 0.447 -3.429  0.358

## Properties
- SMILES: [H]/N=C\CN.NN
- HOMO-LUMO gap: 7.995 eV
- Net charge: 0

=====

Most stable to least stable, the ends of the list are (P) and (Q).

=====

(P)
Molecular formula: C6H14BrNO3S
Method: DFT, ωB97M-V/def2-TZVPD

Each line ends with the natural charge from an NBO analysis.
CARTESIAN COORDINATES (ANGSTROEM)
C 1.846 -1.087 1.784  -0.714
C 2.454 -0.547 -0.660  -0.690
C -1.951 2.345 -0.680  -0.670
C -2.389 -0.223 -0.524  -0.665
C 1.446 -0.397 0.463  0.442
C -2.117 1.066 0.120  0.045
N 0.445 0.234 0.236  -0.686
O -0.498 1.910 2.109  -0.973
O -1.064 -0.473 2.268  -0.906
O -2.761 1.323 1.324  -0.707
S -1.132 0.716 1.519  2.299
Br 2.485 2.751 1.769  -0.322
H 2.754 -0.633 2.233  0.252
H 1.014 -0.853 2.574  0.276
H 2.037 -2.214 1.669  0.244
H 2.096 -0.178 -1.649  0.215
H 2.838 -1.557 -0.818  0.234
H 3.312 0.068 -0.293  0.251
H -2.707 3.183 -0.423  0.266
H -1.056 2.785 -0.250  0.250
H -1.884 2.021 -1.779  0.212
H -1.752 -0.411 -1.403  0.210
H -3.274 0.053 -0.984  0.230
H -2.457 -1.074 0.109  0.249
H 0.217 0.546 -0.670  0.381
H 1.020 2.664 1.866  0.278

## Properties
- HOMO-LUMO gap: 9.749 eV
- Net charge: 0

=====

(Q)
Molecular formula: C6H14BrNO3S
Method: DFT, ωB97M-V/def2-TZVPD

Each line ends with the natural charge from an NBO analysis.
CARTESIAN COORDINATES (ANGSTROEM)
C -0.972 1.596 0.668  -0.673
C -0.642 0.818 -1.699  -0.638
C 1.588 0.200 1.782  -0.662
C 1.365 -1.503 -0.163  -0.683
C -0.855 0.466 -0.272  0.424
C 1.203 -0.121 0.303  -0.399
N -1.487 -0.635 0.080  -0.804
O 1.974 2.296 -0.369  -0.948
O 2.423 0.414 -1.978  -0.943
O 3.763 0.980 -0.099  -0.833
S 2.249 0.953 -0.691  2.355
Br 4.556 -0.453 0.450  0.357
H -1.983 1.996 0.592  0.222
H -0.928 1.158 1.667  0.204
H -0.160 2.260 0.595  0.263
H -0.551 -0.068 -2.278  0.219
H 0.192 1.319 -1.665  0.222
H -1.477 1.538 -1.949  0.223
H 2.066 1.171 1.768  0.240
H 0.711 0.335 2.415  0.198
H 2.147 -0.696 2.115  0.216
H 0.448 -1.916 -0.294  0.184
H 1.991 -2.045 0.559  0.205
H 2.015 -1.589 -1.023  0.253
H -1.414 -1.441 -0.568  0.395
H -1.774 -0.831 1.058  0.406

## Properties
- HOMO-LUMO gap: 8.371 eV
- Net charge: 0

=====

Most stable to least stable, the ends of the list are (P) and (Q).